C4H15NO2 | ωB97M-V/def2-TZVPD

Output
* molar mass: 109.17 g mol⁻¹
* net charge: -1
* 2S+1: 2
* energy above the lowest of the compared OMol25 structures with the same formula, charge and spin: 20.9 kcal per mole
* orbital gap (spin up / spin down): 2.46 / 8.97 eV
* highest occupied orbital energy (spin up / spin down): 1.00 / -5.69 eV

Positions of all 22 atoms, in Å:
C  0.572  -2.034  0.924
C  0.921  -1.126  -0.247
N  -0.234  -0.405  -0.780
C  -0.763  -0.648  -2.100
C  -2.273  -0.544  -2.219
H  0.062  -2.930  0.572
H  1.426  -2.228  1.563
H  -0.086  -1.482  1.581
H  1.406  -1.665  -1.071
H  1.689  -0.405  0.058
H  -0.946  -0.475  -0.076
H  -0.253  -1.489  -2.596
H  -0.373  0.136  -2.778
H  -2.644  0.343  -1.715
H  -2.810  -1.435  -1.891
H  -2.450  -0.475  -3.295
H  1.752  2.351  1.670
H  2.436  3.297  2.620
O  2.362  2.346  2.433
H  -0.644  0.992  0.775
H  -0.139  2.361  1.496
O  -0.831  1.690  1.416

Atom charges from the Löwdin analysis, given in e for atoms 1 to 2: C -0.13; C -0.33

---

C4H15NO2 | ωB97M-V/def2-TZVPD

Output
* molar mass: 109.17 g mol⁻¹
* structure (SMILES): CC[C@H](C)N.O.O
* 2S+1: 1
* energy above the lowest of the compared OMol25 structures with the same formula, charge and spin: 74.5 kcal per mole
* orbital gap: 8.62 eV
* highest occupied orbital energy: -8.22 eV

Positions of all 22 atoms, in Å:
C  0.546  2.851  -1.145
C  1.390  1.833  -0.396
C  0.543  0.731  0.439
C  1.444  -0.368  0.915
N  -0.267  -0.025  -0.529
H  0.348  2.299  -2.106
H  -0.420  2.976  -0.530
H  0.916  3.862  -0.928
H  2.219  2.284  0.283
H  2.065  1.247  -1.097
H  -0.187  1.367  1.084
H  1.239  -0.565  2.009
H  1.124  -1.354  0.537
H  2.547  -0.272  0.800
H  -1.031  0.376  -0.945
H  -0.001  -0.987  -0.758
O  -0.526  -2.918  -0.199
H  -1.078  -3.522  0.390
H  0.337  -2.698  0.271
O  -3.960  -2.359  0.382
H  -3.164  -2.985  0.478
H  -4.084  -1.773  1.043

Atom charges from the Löwdin analysis, given in e for atoms 1 to 2: C -0.14; C -0.28

---

C4H15NO2 | ωB97M-V/def2-TZVPD

Output
* molar mass: 109.17 g mol⁻¹
* structure (SMILES): CC(C)CN.O.O
* 2S+1: 1
* energy above the lowest of the compared OMol25 structures with the same formula, charge and spin: 13.5 kcal per mole
* orbital gap: 8.99 eV
* highest occupied orbital energy: -8.59 eV

Positions of all 22 atoms, in Å:
C  0.691  -0.181  -1.223
C  -0.561  -0.882  -0.721
C  -0.338  -1.632  0.595
C  -1.751  0.094  -0.538
N  -2.035  0.864  -1.744
H  1.075  0.491  -0.457
H  0.623  0.325  -2.180
H  1.473  -0.947  -1.314
H  -0.838  -1.608  -1.494
H  -1.217  -2.214  0.869
H  0.516  -2.312  0.538
H  -0.139  -0.916  1.394
H  -1.497  0.750  0.297
H  -2.661  -0.458  -0.302
H  -1.950  0.334  -2.594
H  -1.493  1.710  -1.817
O  2.709  0.623  1.808
H  2.974  -0.304  1.698
H  3.225  1.112  1.134
O  0.066  1.713  1.787
H  0.233  2.216  2.599
H  0.895  1.223  1.665

Atom charges from the Löwdin analysis, given in e for atoms 1 to 2: C -0.09; C -0.43

---

C4H15NO2 | ωB97M-V/def2-TZVPD

Output
* molar mass: 109.17 g mol⁻¹
* structure (SMILES): CCCCN.O.O
* 2S+1: 1
* energy above the lowest of the compared OMol25 structures with the same formula, charge and spin: 63.6 kcal per mole
* orbital gap: 10.69 eV
* highest occupied orbital energy: -9.92 eV

Positions of all 22 atoms, in Å:
C  1.280  -1.629  -1.376
C  1.916  -1.229  -0.082
C  0.939  -0.834  1.010
C  -0.023  0.490  1.000
N  0.570  1.812  0.747
H  1.777  -1.772  -2.343
H  0.483  -0.749  -1.404
H  0.716  -2.533  -1.208
H  2.407  -2.178  0.239
H  2.754  -0.406  -0.077
H  0.447  -1.796  1.254
H  1.611  -0.619  1.927
H  -0.719  0.395  1.979
H  -0.822  0.159  0.204
H  1.268  1.595  0.041
H  1.300  1.988  1.579
O  -2.951  2.339  0.025
H  -2.457  3.129  -0.299
H  -2.391  1.644  0.413
O  -2.530  -0.165  -1.518
H  -2.236  0.724  -1.100
H  -3.339  -0.366  -1.010

Atom charges from the Löwdin analysis, given in e for atoms 1 to 2: C -0.12; C -0.35

---

C4H15NO2 | ωB97M-V/def2-TZVPD

Output
* molar mass: 109.17 g mol⁻¹
* structure (SMILES): CCCCN.O.O
* 2S+1: 1
* energy above the lowest of the compared OMol25 structures with the same formula, charge and spin: 18.5 kcal per mole
* orbital gap: 9.15 eV
* highest occupied orbital energy: -8.72 eV

Positions of all 22 atoms, in Å:
C  -0.768  -1.102  1.693
C  -1.195  -1.241  0.224
C  -2.117  -0.121  -0.223
C  -1.520  1.271  -0.372
N  -0.259  1.301  -1.114
H  -0.373  -2.018  2.128
H  0.047  -0.375  1.758
H  -1.596  -0.689  2.251
H  -1.751  -2.178  0.136
H  -0.315  -1.338  -0.415
H  -2.932  -0.036  0.500
H  -2.599  -0.419  -1.148
H  -2.243  1.929  -0.856
H  -1.454  1.733  0.627
H  0.336  0.583  -0.716
H  0.228  2.169  -0.925
O  2.551  -0.922  -1.228
H  2.837  -1.392  -0.436
H  2.608  -1.575  -1.930
O  2.147  0.893  0.971
H  2.556  0.491  0.195
H  2.862  1.235  1.521

Atom charges from the Löwdin analysis, given in e for atoms 1 to 2: C -0.10; C -0.27

---

C4H15NO2 | ωB97M-V/def2-TZVPD

Output
* molar mass: 109.17 g mol⁻¹
* net charge: +1
* 2S+1: 2
* energy above the lowest of the compared OMol25 structures with the same formula, charge and spin: 3.9 kcal per mole
* orbital gap (spin up / spin down): 11.03 / 6.41 eV
* highest occupied orbital energy (spin up / spin down): -14.30 / -14.30 eV

Positions of all 22 atoms, in Å:
C  -0.627  -1.912  -1.812
N  -0.062  -0.725  -1.193
C  -0.357  -1.027  1.221
C  0.653  -0.822  0.066
C  1.825  -1.793  0.080
H  -0.771  -2.667  -1.034
H  -1.628  -1.758  -2.175
H  0.039  -2.255  -2.608
H  -0.754  0.027  -1.141
H  -0.781  -0.085  1.577
H  -1.213  -1.608  0.887
H  0.101  -1.563  2.038
H  1.098  0.180  0.170
H  1.508  -2.813  -0.147
H  2.547  -1.462  -0.664
H  2.306  -1.841  1.035
H  1.759  4.178  -0.407
H  0.670  3.260  0.023
O  1.384  3.315  -0.626
H  -2.924  4.504  1.604
H  -2.565  2.998  1.434
O  -2.206  3.870  1.672

Atom charges from the Löwdin analysis, given in e for atoms 1 to 2: C 0.00; N 0.16

---

C4H15NO3 | ωB97M-V/def2-TZVPD

Output
* molar mass: 125.17 g mol⁻¹
* net charge: -1
* 2S+1: 2
* energy above the lowest of the compared OMol25 structures with the same formula, charge and spin: 13.4 kcal per mole
* orbital gap (spin up / spin down): 2.75 / 8.95 eV
* highest occupied orbital energy (spin up / spin down): 0.65 / -5.63 eV

Positions of all 23 atoms, in Å:
C  -0.720  -1.342  -0.919
C  -1.189  -0.049  -0.247
C  -2.057  0.870  -1.092
N  -0.094  0.689  0.360
C  0.884  1.278  -0.545
O  2.093  1.504  0.111
H  0.130  -1.185  -1.592
H  -0.258  -1.988  -0.160
H  -1.476  -1.936  -1.438
H  -1.827  -0.373  0.587
H  -2.801  0.320  -1.665
H  -2.589  1.579  -0.444
H  -1.455  1.539  -1.717
H  0.339  0.147  1.094
H  0.994  0.704  -1.454
H  0.500  2.241  -0.881
H  2.674  0.743  -0.049
H  2.862  -2.245  0.226
H  3.191  -1.658  -1.140
O  3.341  -1.497  -0.186
H  -0.379  0.310  4.322
H  -1.063  0.438  3.006
O  -1.100  -0.087  3.822

Atom charges from the Löwdin analysis, given in e for atoms 1 to 2: C -0.16; C -0.48

---

C4H15NO3 | ωB97M-V/def2-TZVPD

Output
* molar mass: 125.17 g mol⁻¹
* structure (SMILES): C=C(N)CC.O.O.O
* 2S+1: 1
* energy above the lowest of the compared OMol25 structures with the same formula, charge and spin: 31.8 kcal per mole
* orbital gap: 8.69 eV
* highest occupied orbital energy: -8.29 eV

Positions of all 23 atoms, in Å:
C  2.150  -1.646  -1.033
C  1.041  -0.894  -0.929
N  1.066  0.303  -0.265
C  -0.378  -1.315  -1.374
C  -0.934  -0.324  -2.363
H  2.094  -2.729  -1.168
H  3.175  -1.426  -0.746
H  0.475  1.112  -0.396
H  1.893  0.623  0.209
H  -0.940  -1.441  -0.452
H  -0.186  -2.269  -1.931
H  -0.908  -0.645  -3.405
H  -2.000  -0.171  -2.175
H  -0.581  0.732  -2.234
O  -0.955  2.105  1.096
H  -1.242  1.234  0.763
H  -0.216  1.673  1.577
O  1.420  0.308  2.490
H  2.011  0.294  3.250
H  1.636  -0.415  1.896
O  -3.212  1.416  2.362
H  -2.978  2.245  1.943
H  -2.431  1.230  2.886

Atom charges from the Löwdin analysis, given in e for atoms 1 to 2: C 0.01; C -0.44